Entry 1:
ORCA calculation (the ωB97M-V functional and the def2-TZVPD basis) on a structure of composition C2H3Cl2PS3 at a distorted geometry.

Summary:
Frontier orbital gap   8.258 eV
HOMO energy   -9.36 eV
LUMO energy   -1.1 eV
Energy above the lowest of the compared OMol25 structures with the same formula, charge and spin   0.911 eV
Maximum force   5.0 eV/A

Element x y z (Å)
C -0.62 -1.51 1.33
C -0.52 -1.77 0.04
P 1.05 1.60 -0.14
S 2.83 1.32 0.56
S -0.54 1.83 0.92
S 0.81 2.34 -2.09
Cl -1.76 -2.68 -0.77
Cl 0.58 -0.94 -1.01
H -1.49 -1.70 1.85
H 0.17 -0.74 1.64
H -0.53 2.26 -2.33

Atom charges from the Löwdin analysis, given in e for atoms 1 to 4: -0.10 -1.17 -0.60 0.17


Entry 2:
ORCA calculation (the ωB97M-V functional and the def2-TZVPD basis) on a structure of composition C28H16Cl3EuN9O3S at a distorted geometry.

Summary:
Net charge   -2
Spin multiplicity   8
Frontier orbital gap (spin up / spin down)   4.500 / 5.632 eV
HOMO energy (spin up / spin down)   -1.04 / -2.18 eV
Expectation value of S²   15.7595
LUMO energy (spin up / spin down)   3.5 / 3.5 eV
Energy above the lowest of the compared OMol25 structures with the same formula, charge and spin   0.834 eV
Maximum force   4.5 eV/A

Element x y z (Å)
Eu 0.31 0.73 0.50
Cl 2.45 -0.86 6.97
C 2.39 -1.05 5.22
C 1.16 -0.83 4.59
C 1.02 -0.87 3.19
N -0.22 -0.57 2.56
C -1.37 -1.06 3.00
O -1.58 -1.81 3.94
C -2.58 -0.63 2.22
C -3.76 -0.38 2.95
C -4.85 0.18 2.30
C -4.82 0.33 0.91
C -3.65 -0.03 0.27
N -2.52 -0.44 0.87
C 2.17 -1.10 2.41
C 3.39 -1.37 3.06
C 3.50 -1.36 4.46
Cl 4.99 -1.73 5.19
N 2.07 -1.01 1.03
C 2.82 -1.72 0.21
O 3.69 -2.58 0.48
C 2.55 -1.48 -1.28
C 3.28 -2.27 -2.17
C 3.16 -2.10 -3.56
C 2.27 -1.13 -3.99
C 1.58 -0.38 -3.03
N 1.73 -0.54 -1.72
H 0.33 -0.58 5.20
H -3.71 -0.61 4.01
H -5.71 0.53 2.87
H -5.58 0.82 0.32
H -3.56 0.06 -0.79
H 4.30 -1.53 2.49
H 3.93 -3.03 -1.68
H 3.75 -2.69 -4.24
H 2.09 -0.93 -5.06
H 0.95 0.42 -3.36
N -1.50 -2.02 -1.65
C -1.67 -1.08 -2.60
N -1.44 0.17 -2.44
C -1.57 0.87 -3.64
C -1.23 2.22 -3.78
C -1.29 2.79 -5.07
C -1.68 2.02 -6.20
C -2.05 0.70 -5.98
C -1.97 0.09 -4.72
S -2.23 -1.54 -4.22
H -1.58 -1.66 -0.68
H -1.95 -2.92 -1.74
H -0.99 2.80 -2.88
H -1.05 3.85 -5.21
H -1.73 2.45 -7.16
H -2.35 0.11 -6.81
O 1.96 2.30 1.44
N 1.35 2.23 2.48
C 1.57 2.99 3.52
C 0.90 2.87 4.78
N 0.23 2.75 5.72
C 2.55 4.11 3.39
N 3.30 4.94 3.12
Cl -1.57 2.55 -0.01

Atom charges from the Löwdin analysis, given in e for atoms 1 to 4: 1.30 0.59 -0.68 -0.06


Entry 3:
ORCA calculation (the ωB97M-V functional and the def2-TZVPD basis) on a structure of composition C11H14ClI2NOPTi at a distorted geometry.

Summary:
Net charge   +3
Frontier orbital gap (spin up / spin down)   4.573 / 4.577 eV
HOMO energy (spin up / spin down)   -18.11 / -18.11 eV
LUMO energy (spin up / spin down)   -13.5 / -13.5 eV
Energy above the lowest of the compared OMol25 structures with the same formula, charge and spin   0.745 eV
Maximum force   4.8 eV/A

Element x y z (Å)
I -1.45 -1.82 -1.34
I -1.48 1.85 -1.38
Ti 1.17 0.04 -0.91
P 0.25 0.00 -3.44
C -1.39 0.00 -4.23
C 1.14 1.42 -4.25
H 2.12 -1.54 -3.74
H 1.35 -1.23 -5.31
H 0.59 -2.30 -4.10
C 1.16 -1.38 -4.24
H 2.12 1.58 -3.75
H 1.32 1.26 -5.34
H -1.21 0.01 -5.30
H -1.99 0.86 -3.94
H 0.56 2.35 -4.10
H -1.99 -0.87 -3.95
C -2.50 0.01 -0.68
O -3.67 0.00 -0.41
Cl 3.30 0.03 -0.93
N 0.27 0.00 1.04
C 0.12 0.00 2.22
C 0.08 -0.02 3.62
C -1.13 0.12 4.31
C -1.18 0.11 5.70
C -0.03 -0.05 6.46
C 1.18 -0.19 5.79
C 1.25 -0.17 4.40
H -2.04 0.28 3.75
H -2.13 0.23 6.20
H -0.08 -0.04 7.53
H 2.06 -0.29 6.39
H 2.22 -0.25 3.93

Atom charges from the Löwdin analysis, given in e for atoms 1 to 4: 1.12 1.11 0.52 0.59


Entry 4:
ORCA calculation (the ωB97M-V functional and the def2-TZVPD basis) on a structure of composition C42H31BrGeN6O4Tc.

Summary:
Net charge   +3
Frontier orbital gap   6.790 eV
HOMO energy   -16.42 eV
LUMO energy   -9.6 eV
Energy above the lowest of the compared OMol25 structures with the same formula, charge and spin   0.110 eV
Maximum force   0.6 eV/A

Element x y z (Å)
Tc 1.07 0.93 -0.75
O 2.74 1.08 0.48
N 2.59 1.73 1.60
N 1.57 2.43 1.61
O 0.82 2.48 0.49
C 1.20 3.30 2.70
C -0.14 3.60 2.87
C -0.50 4.42 3.92
C 0.48 4.92 4.77
C 1.82 4.60 4.58
C 2.20 3.79 3.53
H -0.89 3.18 2.21
H -1.54 4.68 4.08
H 0.20 5.57 5.59
H 2.57 5.01 5.24
H 3.24 3.55 3.35
O -3.80 -1.55 -5.39
N -3.55 -0.38 -5.63
O -3.96 0.28 -6.54
C -2.67 0.30 -4.65
C -2.93 1.60 -4.40
C -2.20 2.29 -3.38
C -2.45 3.64 -3.04
C -1.72 4.20 -2.03
C -0.78 3.44 -1.34
N -0.53 2.16 -1.64
C -1.22 1.61 -2.67
C -0.89 0.27 -3.01
N 0.13 -0.29 -2.31
C 0.40 -1.57 -2.52
C -0.27 -2.34 -3.46
C -1.28 -1.78 -4.21
C -1.63 -0.43 -3.97
H -3.70 2.11 -4.96
H -3.20 4.20 -3.58
H -1.86 5.23 -1.73
H -0.22 3.88 -0.53
H 1.19 -2.01 -1.93
H 0.01 -3.37 -3.60
H -1.80 -2.36 -4.95
Br 2.67 2.35 -2.88
C 3.41 0.66 -2.49
C 4.60 0.24 -3.06
C 5.11 -0.98 -2.64
C 4.45 -1.71 -1.66
C 3.27 -1.22 -1.14
N 2.74 -0.06 -1.59
H 5.10 0.86 -3.79
H 6.04 -1.34 -3.06
H 4.85 -2.64 -1.28
H 2.74 -1.72 -0.34
C 0.40 -0.21 0.25
Ge -0.50 -1.72 1.54
C -0.89 -0.61 3.04
C 0.13 0.00 3.77
C -0.17 0.75 4.89
C -1.49 0.90 5.29
C -2.52 0.31 4.57
C -2.22 -0.45 3.44
C 1.00 -2.91 1.58
C 1.81 -3.02 2.71
C 2.89 -3.89 2.71
C 3.17 -4.66 1.58
C 2.35 -4.57 0.46
C 1.27 -3.71 0.46
C -1.92 -2.10 0.30
C -2.70 -1.05 -0.19
C -3.73 -1.31 -1.08
C -3.99 -2.62 -1.49
C -3.22 -3.66 -1.00
C -2.18 -3.41 -0.11
H 1.17 -0.13 3.48
H 0.63 1.22 5.46
H -1.73 1.48 6.18
H -3.54 0.41 4.89
H -3.03 -0.92 2.89
H 1.59 -2.45 3.60
H 3.52 -3.98 3.59
H 4.00 -5.35 1.59
H 2.54 -5.21 -0.39
H 0.60 -3.69 -0.39
H -2.53 -0.03 0.15
H -4.35 -0.50 -1.44
H -4.80 -2.82 -2.17
H -3.44 -4.68 -1.30
H -1.60 -4.24 0.28

Atom charges from the Löwdin analysis, given in e for atoms 1 to 4: 1.51 -0.21 0.10 -0.13


Number 1: calculated total energy -68961.561 eV. Number 2: calculated total energy -116585.771 eV. Number 3: calculated total energy -76268.697 eV. Number 4: calculated total energy -189913.924 eV.